Entry 1:
Formula: C6H7NO
Source: OMol25
Level of theory: ωB97M-V with the def2-TZVPD basis set

Calculated values
Energy relative to the best compared isomer or geometry (same formula, charge and spin) in kcal per mole: 2.37
SMILES string: Cn1ccccc1=O
LUMO energy in eV: 0.61

Last column: natural (NBO) charge in e.
Element x y z (Å)
C1 -2.079 -0.625 0.088  -0.41
N1 -0.691 -0.221 -0.089  -0.39
C2 0.298 -1.167 -0.089  0.06
C3 1.607 -0.827 -0.133  -0.33
C4 1.991 0.562 -0.016  -0.15
C5 1.065 1.560 0.091  -0.30
C6 -0.352 1.173 -0.024  0.61
O1 -1.272 1.989 -0.212  -0.64
H1 -2.791 0.173 -0.069  0.26
H2 -2.139 -1.099 1.081  0.20
H3 -2.268 -1.361 -0.702  0.20
H4 -0.102 -2.144 -0.100  0.21
H5 2.527 -1.532 -0.132  0.24
H6 3.016 0.886 0.003  0.22
H7 1.191 2.633 0.304  0.24


Entry 2:
Formula: C10H13O2
Source: OMol25
Level of theory: ωB97M-V with the def2-TZVPD basis set

Calculated values
Charge: -1
Energy relative to the best compared isomer or geometry (same formula, charge and spin) in kcal per mole: 5.69
LUMO energy in eV: 2.95

Last column: natural (NBO) charge in e.
Element x y z (Å)
C1 -2.630 -0.306 -1.187  -0.54
C2 -3.916 0.343 -0.747  -0.60
C3 -2.745 -1.891 -1.206  0.77
O1 -3.200 -2.403 -0.159  -0.80
O2 -2.306 -2.433 -2.241  -0.80
H1 -2.307 -0.075 -2.204  0.20
H2 -1.832 -0.186 -0.456  0.20
H3 -4.164 0.027 0.266  0.22
H4 -4.766 0.088 -1.389  0.19
H5 -3.891 1.449 -0.723  0.17
C4 3.496 1.726 1.785  -0.63
C5 0.828 -0.939 -0.329  -0.22
C6 1.096 -1.142 1.018  -0.19
C7 1.426 0.104 -1.003  -0.19
C8 2.001 -0.274 1.636  -0.22
C9 2.332 0.952 -0.368  -0.23
C10 2.601 0.800 0.991  -0.04
H6 0.125 -1.595 -0.838  0.26
H7 0.637 -1.903 1.624  0.22
H8 1.214 0.284 -2.057  0.21
H9 2.210 -0.425 2.686  0.19
H10 2.710 1.790 -0.951  0.20
H11 4.034 2.397 1.100  0.21
H12 4.173 1.165 2.421  0.21
H13 2.875 2.448 2.332  0.21


Entry 3:
Formula: C7H13O3P
Source: OMol25
Level of theory: ωB97M-V with the def2-TZVPD basis set

Calculated values
Energy relative to the best compared isomer or geometry (same formula, charge and spin) in kcal per mole: 60.64
LUMO energy in eV: 0.81

Last column: natural (NBO) charge in e.
Element x y z (Å)
C1 0.577 -0.743 -0.185  -0.23
C2 1.041 -2.040 -0.244  0.38
C3 -0.660 -0.322 0.435  0.73
C4 2.305 -2.526 -0.884  -0.67
C5 -1.702 1.951 2.541  -0.63
C6 1.333 0.792 -1.253  -0.63
C7 -1.844 1.665 1.037  -0.06
O1 -1.501 -1.045 0.884  -0.64
O2 0.293 -3.104 0.278  -0.68
O3 -0.705 0.987 0.509  -0.52
P1 -0.271 1.392 -1.948  0.29
H1 2.872 -1.787 -1.434  0.23
H2 2.917 -2.925 -0.100  0.24
H3 1.999 -3.376 -1.538  0.24
H4 -0.841 2.559 2.802  0.21
H5 -2.552 2.348 2.943  0.22
H6 -1.467 0.985 2.969  0.22
H7 1.994 0.226 -1.935  0.23
H8 1.632 1.537 -0.567  0.22
H9 -1.940 2.655 0.488  0.19
H10 -2.577 1.007 0.725  0.20
H11 -0.588 -2.608 0.381  0.51
H12 -0.618 0.275 -2.763  -0.02
H13 0.303 2.098 -3.140  -0.03


Entry 4:
Formula: C3H7FS
Source: OMol25
Level of theory: ωB97M-V with the def2-TZVPD basis set

Calculated values
Energy relative to the best compared isomer or geometry (same formula, charge and spin) in kcal per mole: 13.32
SMILES string: CC(C)(F)S
LUMO energy in eV: 0.86

Last column: natural (NBO) charge in e.
Element x y z (Å)
C1 -0.701 1.008 0.613  -0.64
C2 0.279 -0.273 0.179  0.25
C3 -0.241 -0.994 -1.122  -0.65
F1 0.153 -1.094 1.297  -0.39
S1 2.046 0.002 -0.091  -0.02
H1 -0.336 1.373 1.638  0.22
H2 -0.589 1.706 -0.207  0.22
H3 -1.710 0.738 0.884  0.23
H4 0.375 -0.579 -1.821  0.21
H5 -0.200 -2.097 -1.157  0.24
H6 -1.202 -0.594 -1.218  0.22
H7 2.127 0.803 1.004  0.13


Entry 5:
Formula: C2H4Cl2OS
Source: OMol25
Level of theory: ωB97M-V with the def2-TZVPD basis set

Calculated values
Energy relative to the best compared isomer or geometry (same formula, charge and spin) in kcal per mole: 34.56
SMILES string: ClCCCl.O=S
LUMO energy in eV: -2.31

Last column: natural (NBO) charge in e.
Element x y z (Å)
Cl1 1.399 2.234 -0.146  -0.05
C1 1.781 0.628 0.520  -0.39
C2 1.819 -0.430 -0.578  -0.38
Cl2 2.149 -2.034 0.155  -0.07
H1 2.728 0.643 1.048  0.22
H2 1.000 0.385 1.249  0.22
H3 2.595 -0.237 -1.328  0.22
H4 0.843 -0.487 -1.083  0.22
O1 -3.718 0.390 0.785  -0.68
S1 -3.708 -0.500 -0.373  0.68


Entry 6:
Formula: C5H7N3
Source: OMol25
Level of theory: ωB97M-V with the def2-TZVPD basis set

Calculated values
Energy relative to the best compared isomer or geometry (same formula, charge and spin) in kcal per mole: 84.42
SMILES string: [H]/N=C/N/C(C#N)=C/C
LUMO energy in eV: 0.43

Last column: natural (NBO) charge in e.
Element x y z (Å)
H1 -1.385 -3.108 -1.980  0.37
N1 -0.880 -2.318 -1.406  -0.73
C1 -1.629 -1.413 -0.894  0.29
N2 -1.320 -0.274 -0.339  -0.58
C2 0.032 0.082 -0.077  0.00
C3 1.174 -0.495 -0.690  0.27
N3 2.274 -0.863 -0.895  -0.29
C4 0.217 1.219 0.661  -0.13
C5 1.573 1.561 1.275  -0.68
H2 -2.751 -1.338 -1.208  0.13
H3 -2.055 0.290 0.194  0.42
H4 -0.725 1.719 1.033  0.20
H5 1.319 1.604 2.400  0.23
H6 2.486 0.734 1.180  0.27
H7 1.670 2.599 0.747  0.24